[1]
{"formula": "C18H26N2O2", "method": "the ωB97M-V functional and the def2-TZVPD basis", "symbols": ["O", "O", "N", "N", "C", "C", "C", "C", "C", "C", "C", "C", "C", "C", "C", "C", "C", "C", "C", "C", "C", "C", "H", "H", "H", "H", "H", "H", "H", "H", "H", "H", "H", "H", "H", "H", "H", "H", "H", "H", "H", "H", "H", "H", "H", "H", "H", "H"], "positions_angstrom": [[0.273649, -2.428381, -1.166424], [-0.476446, -0.251647, 1.856799], [-1.585592, -1.672251, -0.132338], [1.578116, 0.319291, 1.169991], [4.044781, -0.046405, -1.698761], [-4.860499, 1.395993, -1.314446], [-0.653920, -3.749952, 0.620741], [-5.185559, 1.777528, -0.024333], [-3.689804, 0.698949, -1.557536], [-3.161686, 0.765221, 0.777058], [2.106044, -0.072435, 2.461743], [-4.333089, 1.460218, 1.019568], [0.256248, 0.129501, 0.954552], [-0.583380, -2.562065, -0.313897], [2.537369, 0.718047, 0.149394], [3.660655, 1.594125, 0.710402], [-1.557676, -0.381481, -0.797621], [3.141075, -0.503117, -0.557938], [-2.829448, 0.377018, -0.515713], [5.149439, 0.866952, -1.174608], [4.553770, 2.062833, -0.436819], [-0.272774, 0.417366, -0.444347], [0.101561, -4.478542, 0.341579], [-0.469753, -3.411701, 1.638668], [-6.099549, 2.320775, 0.166299], [-5.520530, 1.639914, -2.134130], [2.347420, -1.150855, -0.935455], [3.234600, 2.455842, 1.228588], [1.298953, -0.540487, 3.022395], [2.919702, -0.787310, 2.339926], [-2.493077, 0.527394, 1.590634], [-2.103586, -1.706668, 0.732448], [2.007931, 1.329761, -0.586309], [-4.580412, 1.756858, 2.028447], [5.790317, 0.304635, -0.491668], [0.478323, 0.136531, -1.177500], [-0.480188, 1.486627, -0.529938], [4.267722, 1.030616, 1.419438], [3.449961, 0.491506, -2.440563], [-1.638938, -4.207950, 0.576811], [4.482037, -0.916242, -2.191285], [3.967352, 2.665129, -1.134547], [5.353641, 2.693207, -0.043222], [5.769306, 1.214764, -2.003125], [2.461944, 0.795528, 3.018507], [3.728074, -1.082109, 0.157851], [-1.505396, -0.592060, -1.873704], [-3.442434, 0.401397, -2.566736]], "forces_ev_per_angstrom": [[0.33, 0.13, -0.30], [-0.36, -0.05, 0.25], [-0.34, 0.01, -0.19], [0.15, 0.04, 0.21], [0.24, -0.16, 0.23], [-0.09, 0.06, -0.05], [0.20, 0.02, -0.13], [-0.09, 0.05, -0.01], [0.08, -0.04, 0.03], [-0.01, 0.02, 0.08], [-0.14, -0.05, 0.23], [-0.06, 0.02, 0.03], [0.12, 0.25, -0.27], [-0.49, -0.41, 0.38], [0.26, -0.18, -0.14], [-0.24, 0.21, -0.26], [0.32, 0.03, -0.05], [-0.21, 0.24, -0.29], [-0.05, -0.06, -0.09], [-0.16, 0.18, -0.25], [0.19, -0.18, 0.18], [-0.11, -0.25, -0.04], [0.01, 0.01, -0.02], [-0.01, 0.01, 0.12], [-0.07, 0.04, 0.01], [-0.05, 0.02, -0.06], [-0.02, -0.02, 0.07], [0.00, -0.02, 0.10], [0.16, 0.05, -0.02], [0.08, 0.01, 0.01], [0.07, -0.02, 0.06], [0.13, -0.08, -0.06], [0.05, -0.06, 0.04], [-0.02, 0.02, 0.08], [0.08, -0.03, 0.02], [0.02, 0.13, -0.01], [0.08, 0.01, -0.04], [-0.01, -0.03, 0.10], [-0.04, 0.00, -0.09], [-0.08, -0.04, 0.04], [-0.04, 0.01, -0.09], [-0.01, 0.08, -0.03], [-0.04, 0.07, -0.04], [0.09, -0.03, 0.02], [0.06, -0.05, 0.03], [0.01, -0.06, 0.10], [-0.02, 0.13, 0.20], [0.04, -0.05, -0.09]], "nbo_charge": [-0.65, -0.68, -0.61, -0.44, -0.40, -0.21, -0.71, -0.20, -0.23, -0.25, -0.42, -0.21, 0.71, 0.69, -0.03, -0.40, -0.08, -0.43, 0.05, -0.40, -0.40, -0.52, 0.24, 0.23, 0.21, 0.21, 0.24, 0.21, 0.25, 0.19, 0.25, 0.41, 0.20, 0.21, 0.19, 0.24, 0.24, 0.20, 0.19, 0.23, 0.21, 0.19, 0.21, 0.21, 0.20, 0.19, 0.22, 0.21], "smiles": "CC(=O)N[C@H](CC(=O)N(C)C1CCCCC1)c1ccccc1", "e_homo_ev": -9.0, "e_above_lowest_ev": 0.373, "molar_mass_g_mol": 302.42, "e_lumo_ev": 0.9, "gap_ev": 9.8028}

[2]
{"formula": "C18H26N2O4", "method": "the ωB97M-V functional and the def2-TZVPD basis", "symbols": ["O", "O", "O", "O", "N", "N", "C", "C", "C", "C", "C", "C", "C", "C", "C", "C", "C", "C", "C", "C", "C", "C", "C", "C", "H", "H", "H", "H", "H", "H", "H", "H", "H", "H", "H", "H", "H", "H", "H", "H", "H", "H", "H", "H", "H", "H", "H", "H", "H", "H"], "positions_angstrom": [[-0.022354, -0.484674, -4.535215], [0.629115, 0.884771, 4.355838], [-2.287155, 1.628953, 0.995343], [0.105036, -1.312227, 2.114376], [-1.449462, 0.519253, 3.512719], [-0.082517, 1.970286, 1.334526], [-0.237978, 2.422546, 2.703014], [2.199325, -0.608041, -5.601707], [-0.781762, 0.987858, -0.732647], [-1.513884, -0.869385, 3.889824], [-0.288651, 1.197922, 3.624946], [0.308459, 0.146302, -0.915295], [-1.303765, 0.775893, -3.069625], [-1.103325, -1.757989, 2.690736], [1.041343, -1.337673, -4.910979], [2.527967, 1.639055, -4.428820], [-0.193558, -0.055490, -3.261424], [-1.132532, 1.536075, 0.600189], [0.600680, -0.374911, -2.162408], [3.086860, 0.244682, -4.689587], [-0.822927, -3.199327, 3.125987], [0.647473, -3.134041, 3.557066], [1.183296, -1.875300, 2.848180], [-1.598619, 1.278294, -1.824143], [1.558782, -1.139999, 3.569649], [0.910681, -0.150513, -0.069070], [-1.484717, -3.521645, 3.926399], [-2.088400, 0.822524, 2.782637], [2.403996, 2.175747, -5.366942], [1.786528, 0.020153, -6.392862], [0.606119, 3.058095, 2.971582], [0.849039, 1.737557, 1.030735], [-2.526576, -1.122264, 4.209315], [1.407921, -1.923844, -4.063916], [4.063749, 0.350902, -5.167622], [-0.944774, -3.868996, 2.274608], [0.733455, -3.027031, 4.637174], [-0.816290, -1.013129, 4.717348], [-1.864794, -1.677495, 1.907935], [-1.172947, 2.984194, 2.771700], [1.974516, -2.101787, 2.128572], [2.812207, -1.380404, -6.071822], [1.564503, 1.596372, -3.929409], [3.246238, -0.273019, -3.741379], [0.595850, -2.032063, -5.633190], [3.211573, 2.204730, -3.799239], [1.194777, -4.025712, 3.258206], [-1.919944, 1.004485, -3.924820], [1.453628, -1.028186, -2.257975], [-2.461243, 1.909883, -1.676688]], "forces_ev_per_angstrom": [[-0.16, 0.28, 0.13], [0.32, -0.08, 0.14], [-0.28, 0.08, -0.02], [-0.03, 0.09, -0.19], [-0.45, -0.14, 0.03], [0.23, 0.09, 0.07], [-0.05, -0.15, 0.16], [-0.16, -0.07, 0.44], [0.02, -0.25, -0.18], [0.29, -0.20, -0.28], [-0.19, 0.60, -0.13], [-0.24, 0.23, 0.07], [0.15, -0.12, -0.12], [-0.45, -0.11, 0.31], [0.43, -0.26, -0.43], [0.12, -0.15, 0.07], [-0.26, 0.09, 0.26], [0.27, 0.12, -0.08], [0.18, -0.19, -0.41], [-0.14, 0.10, -0.19], [-0.03, 0.22, -0.22], [0.03, 0.09, -0.05], [0.50, -0.03, 0.20], [0.10, -0.02, 0.14], [-0.03, -0.12, -0.12], [0.05, -0.04, 0.08], [-0.06, -0.07, 0.03], [0.14, 0.08, 0.08], [-0.03, 0.09, -0.08], [0.00, -0.04, -0.13], [-0.11, -0.11, 0.03], [-0.10, 0.05, -0.09], [0.07, -0.05, 0.05], [-0.07, 0.01, -0.04], [0.03, -0.05, 0.08], [-0.05, -0.01, 0.03], [0.04, -0.03, 0.02], [-0.13, -0.07, 0.03], [0.03, -0.04, 0.08], [0.13, 0.00, 0.00], [-0.03, 0.00, 0.07], [-0.05, -0.04, -0.07], [-0.07, 0.09, 0.03], [0.09, -0.07, 0.02], [0.07, 0.05, 0.18], [0.01, 0.12, 0.05], [0.00, -0.03, 0.06], [-0.07, 0.03, -0.10], [0.05, -0.04, -0.04], [-0.10, 0.04, 0.01]], "nbo_charge": [-0.50, -0.64, -0.66, -0.54, -0.63, -0.59, -0.32, -0.42, -0.20, -0.26, 0.68, -0.11, -0.27, 0.09, -0.06, -0.61, 0.33, 0.68, -0.34, -0.40, -0.43, -0.44, -0.09, -0.14, 0.20, 0.22, 0.21, 0.43, 0.20, 0.21, 0.23, 0.41, 0.20, 0.17, 0.20, 0.21, 0.21, 0.22, 0.19, 0.23, 0.18, 0.21, 0.21, 0.19, 0.19, 0.21, 0.22, 0.23, 0.22, 0.23], "smiles": "CCCCOc1ccc(C(=O)NCC(=O)NC[C@@H]2CCCO2)cc1", "e_homo_ev": -8.6, "e_above_lowest_ev": 0.329, "molar_mass_g_mol": 334.42, "e_lumo_ev": 0.7, "gap_ev": 9.3385}